Here is a cluster of 5 separate species, C45H95N5O5 in total from OMol25. Energies are from ωB97M-V/def2-TZVPD.

Calculated values
Frontier orbital gap = 0.3156 hartree
LUMO level = 0.60 eV
E_tot = -65882.1822 eV
Total charge = 0
Energy above the lowest of the compared OMol25 structures with the same formula, charge and spin = 138.4 kcal/mol

Each line ends with the Mulliken charge.
Cartesian coordinates (Å):
C: -16.6779 15.1934 -10.7987  -1.030
C: -17.2842 15.3123 -12.2118  1.574
C: -17.2997 16.8889 -12.6261  -0.943
C: -17.3788 17.1778 -14.1205  -1.198
C: -16.4592 16.3028 -14.9757  -1.235
C: -16.3736 14.7756 -14.5800  1.518
N: -16.3670 14.6381 -13.1510  0.395
O: -16.0350 13.3686 -12.7222  -0.469
C: -17.5114 14.0122 -15.2453  -1.942
C: -15.0854 14.2281 -15.2510  -1.922
C: -18.6502 14.7090 -12.3804  -1.749
H: -17.1728 15.8752 -10.1071  -0.257
H: -15.6036 15.3504 -10.7013  0.428
H: -16.9155 14.1820 -10.4690  0.481
H: -18.0390 17.4510 -12.0556  0.517
H: -16.3436 17.3945 -12.4908  0.313
H: -17.3845 18.2181 -14.4456  0.448
H: -18.4092 17.0141 -14.4361  0.476
H: -15.4541 16.7127 -15.0753  0.417
H: -16.9007 16.3696 -15.9701  0.454
H: -17.2911 13.9331 -16.3098  0.531
H: -17.5288 12.9628 -14.9510  0.398
H: -18.5133 14.4406 -15.2722  0.313
H: -14.8844 14.5279 -16.2795  0.370
H: -14.1808 14.4095 -14.6705  0.436
H: -15.3000 13.1617 -15.3210  0.428
H: -19.2066 14.9759 -11.4819  0.316
H: -18.5470 13.6327 -12.2429  0.501
H: -19.3286 15.1122 -13.1323  0.193
H: -15.1060 13.4733 -12.5043  0.336
C: -13.3401 20.3026 -4.4569  -1.459
C: -13.1696 21.8432 -4.4087  1.588
C: -14.4121 22.5381 -5.0397  -0.742
C: -15.6326 22.7558 -4.1029  1.537
C: -15.2472 23.2540 -2.7223  -1.442
C: -14.1279 22.3305 -2.0422  2.061
N: -13.0111 22.2614 -3.0212  0.319
O: -11.7824 21.8599 -2.4172  -0.527
C: -13.7550 23.1329 -0.8413  -2.300
C: -14.7343 20.9673 -1.6299  -1.933
C: -11.9163 22.4613 -5.1110  -1.872
H: -13.6582 19.8666 -5.4039  0.093
H: -14.1836 19.9272 -3.8775  0.281
H: -12.4073 19.8619 -4.1051  0.458
H: -14.0242 23.4975 -5.3822  0.146
H: -14.7015 22.1547 -6.0182  -0.159
H: -16.2520 21.8655 -3.9938  0.085
H: -16.2748 23.4874 -4.5931  -1.156
H: -16.1512 23.2805 -2.1140  0.537
H: -14.8414 24.2621 -2.8067  0.359
H: -13.2053 22.4789 -0.1644  0.521
H: -13.1721 24.0231 -1.0781  0.416
H: -14.5407 23.4339 -0.1483  0.402
H: -15.3641 20.3937 -2.3100  0.261
H: -13.8994 20.3081 -1.3921  0.425
H: -15.3482 21.1706 -0.7525  0.458
H: -10.9748 22.1915 -4.6326  0.438
H: -11.9447 23.5283 -5.3320  0.372
H: -11.9800 22.0012 -6.0970  0.407
H: -11.4537 22.6948 -2.0758  0.352
C: -17.1462 22.0012 -8.3401  -3.893
C: -17.0943 20.4937 -8.6287  1.966
C: -15.5696 20.3053 -8.9076  -1.340
C: -15.0574 18.8455 -8.6822  -0.199
C: -15.5252 18.3282 -7.3893  -0.992
C: -17.0370 18.3711 -7.0578  1.119
N: -17.5095 19.7925 -7.3618  1.068
O: -18.8608 20.0706 -6.9101  -0.628
C: -17.8975 17.1686 -7.6945  -1.495
C: -17.1798 18.1767 -5.5027  -1.807
C: -17.9577 20.0715 -9.8591  -1.840
H: -16.7139 22.6911 -9.0648  0.638
H: -16.6062 22.1714 -7.4087  1.489
H: -18.1507 22.2972 -8.0377  0.889
H: -15.3220 20.6134 -9.9234  0.520
H: -14.9832 20.9949 -8.3004  0.269
H: -13.9771 18.7151 -8.7457  0.511
H: -15.3855 18.2014 -9.4980  -0.203
H: -14.8821 18.5633 -6.5412  0.156
H: -15.1748 17.3052 -7.5263  0.389
H: -18.8990 17.4815 -7.3992  0.756
H: -17.7868 17.1880 -8.7787  -0.374
H: -17.5979 16.1472 -7.4599  0.609
H: -16.6083 17.3054 -5.1829  0.427
H: -16.8679 19.0218 -4.8890  0.126
H: -18.2201 17.8514 -5.5164  0.483
H: -19.0148 20.1665 -9.6109  0.380
H: -17.6879 19.0328 -10.0500  -0.007
H: -17.8882 20.7890 -10.6767  0.499
H: -18.7352 21.0222 -6.9267  0.379
C: -19.1146 13.9904 -7.4508  -2.406
C: -20.0192 12.9475 -7.9344  1.920
C: -19.0776 11.7796 -8.4490  -1.063
C: -19.7241 10.2814 -8.4530  -0.912
C: -20.2393 10.0384 -6.9725  -1.132
C: -21.3270 11.1431 -6.6442  1.041
N: -20.8214 12.5358 -6.7510  0.472
O: -21.6910 13.5593 -6.3140  -0.489
C: -22.6632 10.9217 -7.3229  -1.604
C: -21.5816 10.7478 -5.1009  -1.653
C: -20.8887 13.5046 -9.1620  -1.175
H: -18.7374 13.7901 -6.4480  0.295
H: -19.5835 14.9731 -7.3999  0.664
H: -18.2908 14.1546 -8.1455  0.388
H: -18.7338 11.9966 -9.4603  0.227
H: -18.1652 11.8260 -7.8543  0.513
H: -18.9601 9.5326 -8.6619  0.464
H: -20.4337 10.1776 -9.2739  0.345
H: -19.3112 10.0198 -6.4011  0.369
H: -20.7223 9.0748 -6.8106  0.515
H: -23.2997 11.7512 -7.0147  0.345
H: -22.4859 11.0659 -8.3887  0.335
H: -23.1108 9.9610 -7.0683  0.409
H: -22.0497 9.7661 -5.0273  0.399
H: -20.6090 10.7214 -4.6094  0.458
H: -21.9842 11.6228 -4.5907  0.329
H: -21.2611 12.6899 -9.7831  0.381
H: -20.1557 14.1179 -9.6861  -0.008
H: -21.7026 14.1238 -8.7848  0.388
H: -21.5245 13.6535 -5.3732  0.342
C: -19.3218 24.1404 -5.8531  -1.489
C: -18.7398 25.5482 -5.9127  1.444
C: -18.2341 25.8172 -4.4127  -0.983
C: -17.1456 26.9013 -4.3404  -1.035
C: -16.0541 26.8877 -5.5371  -0.691
C: -16.6019 26.6412 -6.8745  1.527
N: -17.6541 25.6186 -6.9407  1.402
O: -18.0400 25.2540 -8.2323  -0.683
C: -17.0585 27.9571 -7.4404  -1.884
C: -15.4246 26.1422 -7.7075  -1.817
C: -19.7641 26.6831 -6.2024  -2.068
H: -19.9037 23.9163 -4.9591  0.433
H: -18.4888 23.4403 -5.9164  -0.060
H: -19.9942 24.0767 -6.7087  0.432
H: -18.9766 26.2836 -3.7652  0.296
H: -17.6690 24.9999 -3.9645  0.374
H: -16.6245 26.6585 -3.4142  0.497
H: -17.4934 27.9277 -4.2235  0.444
H: -15.5785 25.9411 -5.2803  -0.291
H: -15.3587 27.7227 -5.4522  0.555
H: -16.2756 28.7079 -7.5482  0.432
H: -17.5641 28.0042 -8.4048  0.309
H: -17.7623 28.3879 -6.7282  0.330
H: -15.1400 25.0987 -7.5721  0.202
H: -15.5008 26.3324 -8.7780  0.382
H: -14.4488 26.4441 -7.3269  0.412
H: -19.5281 27.6937 -5.8691  0.361
H: -20.7213 26.6121 -5.6857  0.466
H: -20.0994 26.7327 -7.2383  0.391
H: -17.6948 24.3610 -8.3026  0.237

Cartesian forces, eV/Å:
-1.123 -0.547 -0.060
1.327 2.442 -2.150
1.147 -0.359 -0.452
-2.009 -1.097 -0.561
-0.464 -0.185 0.232
-0.601 1.550 -1.395
1.553 2.156 0.458
-0.048 -1.090 0.030
-0.316 -0.528 -1.391
-0.378 -0.908 0.736
-0.985 0.312 2.499
-0.090 0.020 -0.159
-0.038 0.074 -0.510
0.221 -0.085 0.325
-0.183 -0.232 0.035
0.472 -0.543 1.384
1.020 0.367 0.627
-0.376 -0.833 -0.204
0.114 0.035 0.379
0.274 -0.302 -0.274
0.223 0.124 -0.279
-0.217 0.071 0.517
0.040 0.127 0.746
-0.471 0.536 0.090
-0.053 0.004 0.129
0.717 -0.275 0.118
-0.215 0.141 0.401
-0.292 -0.172 -0.874
0.674 -0.506 -0.638
0.134 -0.357 0.181
0.281 -0.069 -0.461
-0.213 0.270 0.317
0.147 0.914 0.652
0.424 -0.137 -0.704
0.870 -1.072 -0.535
-2.207 0.521 -2.293
-1.063 1.856 1.313
-0.654 -0.559 -0.211
1.250 -0.570 1.719
0.383 0.283 0.516
-0.594 -1.729 -1.042
0.767 0.429 -0.639
0.272 0.525 0.647
-0.144 -0.366 -0.031
-0.260 0.590 0.518
-0.049 -0.956 0.236
0.137 -0.307 -0.150
-0.114 0.074 -0.067
0.142 -0.007 0.325
0.082 0.100 0.120
0.773 0.117 0.009
0.066 -0.081 -0.110
-0.704 0.078 -0.711
0.029 0.577 -0.403
-0.038 -0.072 0.392
0.075 -0.309 0.247
-0.187 -0.061 -0.089
-0.356 0.051 0.685
0.612 -0.120 -0.354
0.252 0.057 -0.012
-0.770 -0.003 1.369
0.044 0.154 -0.460
0.622 -1.495 0.005
-0.372 1.957 -1.339
0.042 -2.032 0.568
0.512 0.278 0.743
1.996 -1.329 0.034
1.121 -0.320 -1.207
1.046 2.303 -0.493
-0.377 -0.739 -1.702
0.060 0.652 1.281
-0.228 -0.383 -0.441
0.385 -0.082 0.060
-0.389 0.409 -0.683
-0.439 0.041 -0.236
-0.112 -0.124 0.438
0.199 0.600 0.086
-0.522 -0.016 -0.125
-0.344 1.022 0.087
-0.796 -0.871 0.577
-0.289 -0.797 -0.282
-0.348 0.341 -0.107
-0.028 0.369 0.859
0.174 -0.092 -0.175
-0.510 0.139 -0.224
-0.191 0.587 1.472
-0.087 -0.470 0.377
-0.241 0.172 -0.688
0.733 -0.398 -0.340
-0.829 0.341 0.638
0.938 2.273 0.259
-1.561 -1.509 -1.107
-1.373 -1.511 0.242
0.809 1.338 1.331
-0.506 1.479 -3.016
0.259 -1.351 3.044
1.509 -1.934 0.044
-0.500 -0.420 -0.730
0.621 0.749 -0.705
1.495 1.900 -0.899
1.150 -0.546 1.549
0.173 -0.252 -0.124
-0.341 -0.011 0.111
0.232 -0.203 -0.032
-0.262 0.303 -0.129
-0.079 -0.434 0.319
0.303 0.195 -0.099
-0.425 0.162 0.329
-0.357 0.578 0.573
-0.059 -0.047 -0.278
-0.255 -0.183 0.098
-0.452 -0.423 -0.272
0.018 0.082 -0.252
-0.405 0.486 0.244
0.268 -0.468 -0.100
-1.209 -0.524 0.121
-0.003 0.121 -0.052
-0.387 0.028 -0.474
0.037 -0.024 -0.092
0.278 0.007 0.083
-0.409 0.481 -1.058
-0.118 1.681 1.436
1.908 1.541 -1.879
1.476 1.010 -1.183
-1.647 -2.073 3.933
-0.016 0.109 -2.961
0.731 -0.966 3.147
-0.348 0.576 0.112
-0.874 1.793 -0.138
1.270 -0.810 -0.410
-1.413 -0.166 0.116
0.095 0.343 0.074
-0.102 -0.154 -0.081
0.012 -0.685 -0.142
-0.666 -1.048 -0.149
-0.978 -0.704 -0.136
0.364 0.417 0.029
-0.487 -0.025 -0.058
0.904 0.019 0.002
-0.158 -0.124 -0.265
0.454 -0.210 0.222
-0.047 -0.796 -0.091
-0.060 0.183 -0.032
-1.163 -0.739 -0.067
-0.007 0.090 0.101
-0.070 1.418 -0.132
0.955 -0.107 -0.228
-0.153 -0.897 0.414
0.527 -0.067 -0.266
0.009 -0.135 -0.213